[1]
Entry from the OMol25 dataset: a molecular structure, C37H85CaN2O15S5 (ωB97M-V/def2-TZVPD).

The geometry in ORCA input format:
```
! wB97M-V def2-TZVPD RIJCOSX def2/J DEFGRID3
* xyz 1 1
Ca -4.71 -30.27 34.08
C -0.91 -31.94 34.24
C -1.28 -30.46 34.12
C -0.12 -29.72 33.46
O -2.48 -30.23 33.48
H -0.77 -32.42 33.26
H -1.61 -32.52 34.84
H 0.09 -32.01 34.69
H -1.33 -30.13 35.19
H 0.76 -29.75 34.12
H -0.30 -28.66 33.29
H 0.18 -30.26 32.56
C -1.90 -36.31 34.98
C -0.61 -36.27 35.77
C -0.48 -34.99 36.60
O -0.59 -37.42 36.61
H -2.76 -36.77 35.46
H -1.82 -36.86 34.04
H -2.16 -35.32 34.60
H 0.24 -36.29 35.09
H -0.61 -34.06 36.03
H 0.52 -34.91 37.03
H -1.17 -34.99 37.45
H 0.22 -37.41 37.12
C -0.76 -28.60 30.11
C -2.27 -28.76 30.21
C -2.90 -28.48 28.84
O -2.65 -30.11 30.53
H -0.22 -28.86 31.02
H -0.58 -27.55 29.88
H -0.40 -29.15 29.25
H -2.72 -28.08 30.93
H -2.46 -29.21 28.16
H -2.61 -27.49 28.49
H -3.98 -28.57 28.84
H -2.38 -30.23 31.46
C 0.06 -32.87 29.96
C -0.10 -33.00 28.45
C 1.25 -32.99 27.73
O 0.94 -32.85 26.36
C 2.05 -32.70 25.50
N -0.80 -34.26 28.12
H 0.76 -32.08 30.23
H 0.34 -33.82 30.42
H -0.91 -32.58 30.38
H -0.65 -32.13 28.07
H 1.81 -33.89 27.98
H 1.80 -32.10 28.08
H 1.70 -32.93 24.50
H 2.87 -33.39 25.75
H 2.49 -31.70 25.52
H -0.64 -34.41 27.13
H -1.80 -34.11 28.17
C -4.03 -27.78 37.83
C -3.96 -28.76 36.66
C -4.01 -30.21 37.13
O -3.78 -31.09 36.06
C -3.75 -32.46 36.46
N -5.03 -28.42 35.69
H -3.82 -26.76 37.48
H -3.35 -27.95 38.66
H -5.04 -27.79 38.24
H -3.00 -28.58 36.17
H -5.01 -30.31 37.59
H -3.29 -30.23 37.95
H -2.83 -32.70 37.00
H -3.77 -33.10 35.58
H -4.60 -32.70 37.10
H -4.91 -27.42 35.51
H -5.94 -28.50 36.16
C 2.83 -32.70 33.76
C 2.29 -33.60 34.86
C 3.25 -34.78 34.91
S 3.23 -35.26 33.18
O 1.96 -35.90 32.92
O 4.48 -35.89 32.83
C 3.20 -33.57 32.52
H 3.76 -32.26 34.12
H 2.17 -31.87 33.50
H 1.28 -33.95 34.61
H 2.22 -33.00 35.77
H 2.93 -35.63 35.51
H 4.25 -34.48 35.22
H 2.48 -33.54 31.70
H 4.20 -33.31 32.21
C -4.33 -34.77 32.88
C -3.15 -34.64 31.89
C -3.23 -33.27 31.24
S -4.95 -32.76 31.27
O -5.51 -32.63 29.96
O -4.98 -31.62 32.19
C -5.54 -34.20 32.13
H -4.17 -34.14 33.76
H -4.45 -35.79 33.23
H -3.29 -35.40 31.10
H -2.19 -34.94 32.31
H -2.75 -33.16 30.28
H -2.64 -32.56 31.84
H -5.84 -34.95 31.39
H -6.40 -34.03 32.77
C 1.05 -31.85 37.92
C 1.90 -30.80 37.17
C 1.36 -29.39 37.45
S -0.07 -29.57 38.51
O -1.14 -28.69 38.06
O 0.32 -29.56 39.90
C -0.36 -31.29 38.09
H 1.51 -32.02 38.90
H 0.93 -32.80 37.40
H 1.89 -31.07 36.11
H 2.95 -30.87 37.45
H 1.01 -29.02 36.49
H 2.06 -28.69 37.91
H -0.90 -31.27 37.13
H -0.96 -31.77 38.86
C -0.69 -25.59 33.04
C -0.08 -26.04 34.38
C -1.27 -26.59 35.13
S -2.60 -25.41 34.89
O -2.58 -24.47 35.97
O -3.82 -26.13 34.57
C -1.86 -24.67 33.40
H -1.06 -26.46 32.48
H -0.05 -25.07 32.32
H 0.37 -25.17 34.87
H 0.71 -26.78 34.27
H -1.17 -26.77 36.20
H -1.59 -27.54 34.68
H -1.58 -23.64 33.60
H -2.64 -24.61 32.64
C 2.21 -28.93 28.33
C 3.42 -29.09 27.41
C 4.34 -30.12 28.01
S 4.20 -29.92 29.82
O 5.35 -29.20 30.31
O 3.88 -31.19 30.44
C 2.76 -28.84 29.76
H 1.55 -29.80 28.28
H 1.62 -28.06 28.04
H 3.95 -28.13 27.36
H 3.17 -29.25 26.36
H 5.40 -29.97 27.80
H 4.08 -31.17 27.85
H 3.17 -27.82 29.82
H 2.10 -29.00 30.61
*
```

Energy ... -5367.24765 Eh
F_max ... 2.39 eV/Å
Orbital gap ... 8.06 eV
Energy above the lowest of the compared OMol25 structures with the same formula, charge and spin ... 0.000 eV

Atomic partial charges in e from the Löwdin method, atoms 1 to 6:
1 Ca 1.5696
2 C -0.0466
3 C -0.5908
4 C -0.0533
5 O -0.3966
6 H 0.0868

---

[2]
Entry from the OMol25 dataset: 10 unconnected molecules or ions with the total composition C37H87Cl10NO17P4 (ωB97M-V/def2-TZVPD).

The geometry in ORCA input format:
```
! wB97M-V def2-TZVPD RIJCOSX def2/J DEFGRID3
* xyz 0 1
C -14.01 6.61 -17.92
C -13.13 7.84 -18.28
O -13.21 8.09 -19.69
P -13.48 9.55 -20.31
O -13.65 9.48 -21.80
O -14.77 10.03 -19.40
C -15.56 11.22 -19.68
C -14.72 12.32 -19.07
O -12.27 10.45 -19.75
C -11.01 10.44 -20.38
C -9.87 9.69 -19.64
H -14.05 6.34 -16.87
H -15.03 6.80 -18.24
H -13.50 5.77 -18.39
H -13.55 8.66 -17.70
H -12.10 7.79 -17.91
H -15.61 11.21 -20.77
H -16.55 11.12 -19.24
H -13.77 12.53 -19.55
H -15.28 13.24 -19.25
H -14.48 12.17 -18.02
H -11.08 10.08 -21.41
H -10.71 11.48 -20.50
H -10.21 8.67 -19.46
H -9.02 9.70 -20.31
H -9.47 10.21 -18.77
C -23.19 9.59 -9.26
C -23.04 10.65 -8.21
O -22.22 11.68 -8.68
P -20.67 11.75 -8.17
O -19.88 10.48 -8.13
O -19.98 12.91 -9.05
C -19.88 12.80 -10.45
C -18.67 13.73 -10.80
O -20.73 12.53 -6.72
C -21.71 13.47 -6.33
C -22.20 12.84 -5.02
H -23.60 9.91 -10.22
H -22.23 9.10 -9.44
H -23.94 8.88 -8.92
H -24.01 11.08 -7.97
H -22.69 10.25 -7.26
H -19.76 11.79 -10.84
H -20.81 13.21 -10.85
H -17.71 13.24 -10.63
H -18.80 14.05 -11.83
H -18.64 14.68 -10.27
H -21.15 14.36 -6.06
H -22.45 13.76 -7.09
H -22.86 13.57 -4.55
H -22.75 11.94 -5.27
H -21.39 12.57 -4.34
C -11.33 15.87 -17.93
C -12.63 15.08 -18.00
O -13.68 15.93 -18.44
P -14.51 16.79 -17.34
O -14.84 16.17 -16.05
O -15.77 17.36 -18.21
C -16.74 16.50 -18.73
C -18.11 17.12 -18.35
O -13.64 18.14 -17.24
C -13.48 19.02 -18.35
C -14.42 20.17 -18.38
H -11.45 16.55 -17.08
H -10.46 15.23 -17.76
H -11.23 16.50 -18.81
H -12.46 14.32 -18.76
H -12.76 14.56 -17.05
H -16.60 16.29 -19.79
H -16.68 15.52 -18.24
H -18.19 17.04 -17.27
H -18.05 18.18 -18.61
H -18.89 16.58 -18.90
H -12.48 19.45 -18.34
H -13.57 18.61 -19.36
H -14.39 20.73 -17.44
H -14.20 20.84 -19.20
H -15.47 19.97 -18.58
C -10.52 16.92 -14.34
C -11.79 16.33 -13.66
O -11.45 15.52 -12.58
P -12.35 15.52 -11.23
O -13.86 15.60 -11.41
O -11.83 14.20 -10.53
C -12.27 13.88 -9.26
C -12.56 12.40 -9.31
O -11.73 16.71 -10.31
C -12.42 17.89 -10.12
C -11.92 19.02 -11.00
H -9.85 17.30 -13.56
H -9.96 16.15 -14.86
H -10.71 17.66 -15.12
H -12.31 17.13 -13.14
H -12.38 15.88 -14.46
H -11.50 14.05 -8.51
H -13.18 14.39 -8.95
H -11.61 11.95 -9.60
H -12.93 11.93 -8.40
H -13.21 12.31 -10.18
H -13.50 17.82 -10.22
H -12.32 18.22 -9.09
H -10.85 18.98 -11.22
H -12.43 18.95 -11.96
H -12.13 20.02 -10.62
C -12.16 8.93 -14.33
N -10.88 9.07 -15.01
C -10.87 10.14 -16.03
C -9.74 8.41 -14.66
O -8.64 8.66 -15.16
H -12.36 9.75 -13.64
H -12.38 8.02 -13.77
H -12.93 9.07 -15.10
H -9.89 10.39 -16.43
H -11.53 9.88 -16.87
H -11.26 11.07 -15.63
H -9.88 7.65 -13.88
Cl -17.37 12.82 -13.75
C -15.80 13.11 -14.42
C -14.67 12.65 -13.51
Cl -13.07 12.74 -14.34
H -15.58 14.17 -14.47
H -15.72 12.77 -15.45
H -14.83 11.68 -13.05
H -14.49 13.35 -12.69
Cl -16.21 18.00 -11.32
C -15.97 17.69 -13.04
C -16.93 18.44 -13.90
Cl -18.58 17.99 -13.36
H -16.03 16.62 -13.23
H -14.97 18.04 -13.28
H -16.76 18.20 -14.95
H -16.72 19.51 -13.91
Cl -15.71 11.28 -10.54
C -16.88 11.01 -9.20
C -16.29 10.46 -7.96
Cl -15.34 8.93 -7.97
H -17.61 10.29 -9.57
H -17.45 11.91 -8.97
H -17.14 10.29 -7.30
H -15.59 11.20 -7.58
Cl -9.72 10.54 -11.66
C -9.78 12.11 -12.51
C -8.37 12.34 -13.09
Cl -7.05 12.66 -11.87
H -10.12 12.85 -11.78
H -10.54 11.99 -13.29
H -8.42 13.19 -13.76
H -7.96 11.48 -13.63
Cl -19.86 9.71 -15.76
C -18.28 9.18 -15.04
C -17.16 9.11 -16.11
Cl -16.80 10.79 -16.67
H -18.45 8.20 -14.61
H -18.02 9.83 -14.20
H -17.36 8.59 -17.04
H -16.22 8.70 -15.74
*
```

Energy ... -8763.52598 Eh
F_max ... 3.77 eV/Å
Orbital gap ... 9.62 eV
SMILES ... CCOP(=O)(OCC)OCC.CCOP(=O)(OCC)OCC.CCOP(=O)(OCC)OCC.CCOP(=O)(OCC)OCC.CN(C)C=O.ClCCCl.ClCCCl.ClCCCl.ClCCCl.ClCCCl

Atomic partial charges in e from the Löwdin method, atoms 1 to 6:
1 C -0.0532
2 C -0.2658
3 O -0.1765
4 P 0.4890
5 O -0.2483
6 O -0.2397